74
Properties=species:S:1:pos:R:3 method="wB97M-V/def2-TZVPD" orbital_gap_ev="5.6 / 6.2" multiplicity=3 e_lumo_ev="-0.91 / -1.67" homo_energy_ev="-6.48 / -7.91"
Au 0.553 0.070 -0.281
Se -1.636 1.599 7.280
N -2.496 1.446 5.732
C -1.604 1.118 4.846
C -1.926 0.851 3.439
C -3.243 0.884 2.981
C -3.499 0.570 1.673
C -2.430 0.214 0.862
N -1.175 0.182 1.288
C -0.901 0.522 2.555
C 0.529 0.531 3.019
N 1.495 0.428 2.103
C 2.756 0.336 2.495
C 3.138 0.366 3.832
C 2.162 0.569 4.776
C 0.833 0.674 4.370
C -0.245 0.981 5.319
N -0.050 1.192 6.586
H -4.034 1.151 3.672
H -4.504 0.575 1.273
H -2.578 -0.061 -0.176
H 3.491 0.257 1.698
H 4.180 0.264 4.106
H 2.395 0.661 5.829
O 1.292 -4.510 -0.423
S 0.705 -3.189 -0.587
N 1.117 -1.996 0.228
C 1.349 5.439 -0.420
N 1.411 4.198 0.317
C 2.545 3.382 -0.067
C 0.152 3.471 0.426
C -0.476 2.993 -0.873
C -1.221 3.908 -1.628
C -1.775 3.561 -2.850
C -1.598 2.270 -3.331
C -0.894 1.341 -2.574
C -0.323 1.675 -1.334
H 2.281 5.989 -0.268
H 0.528 6.054 -0.043
H 1.207 5.307 -1.505
H 3.465 3.958 0.059
H 2.502 3.038 -1.114
H 2.598 2.497 0.572
H -0.553 4.125 0.951
H 0.343 2.602 1.059
H -1.384 4.907 -1.232
H -2.340 4.290 -3.419
H -2.018 1.980 -4.288
H -0.782 0.332 -2.959
C 5.482 -1.561 -1.149
C 4.827 -2.838 -1.636
C 5.504 -3.424 -2.857
O 3.404 -2.667 -1.898
P 2.577 -1.579 -2.680
S 0.785 -2.457 -2.953
S 2.542 0.209 -1.800
O 3.377 -1.447 -4.046
C 3.151 -0.567 -5.197
C 4.096 0.608 -5.074
C 1.703 -0.141 -5.370
H 6.531 -1.766 -0.925
H 4.994 -1.192 -0.246
H 5.430 -0.779 -1.907
H 4.821 -3.573 -0.834
H 5.594 -2.679 -3.647
H 4.931 -4.269 -3.239
H 6.502 -3.774 -2.582
H 3.446 -1.190 -6.039
H 3.822 1.225 -4.217
H 4.037 1.216 -5.980
H 5.126 0.267 -4.949
H 1.383 0.497 -4.543
H 1.038 -1.003 -5.422
H 1.615 0.425 -6.299

25
Properties=species:S:1:pos:R:3 method="wB97M-V/def2-TZVPD" orbital_gap_ev="6.8 / 6.8" multiplicity=1 smiles="IC1=c2ccccc2=CC1.O/C=C/O" e_lumo_ev="-0.46 / -0.46" homo_energy_ev="-7.22 / -7.22"
I -2.491 -2.415 0.438
C -0.432 -1.916 0.233
C 0.063 -1.167 -0.815
C -0.525 -0.744 -2.015
C 0.256 0.052 -2.748
C 1.556 0.418 -2.489
C 2.197 0.014 -1.290
C 1.461 -0.856 -0.469
C 1.730 -1.318 0.809
C 0.531 -1.965 1.404
H -1.483 -0.892 -2.379
H -0.197 0.692 -3.439
H 2.113 1.017 -3.131
H 3.208 0.302 -1.053
H 2.657 -1.108 1.311
H 0.815 -3.059 1.577
H 0.143 -1.370 2.356
O -2.663 2.288 2.781
C -1.624 2.209 1.928
C -1.273 1.343 0.986
O -0.123 1.274 0.287
H -3.353 1.497 2.696
H -1.049 3.088 2.022
H -1.998 0.652 0.510
H 0.479 1.963 0.491

11
Properties=species:S:1:pos:R:3 method="wB97M-V/def2-TZVPD" orbital_gap_ev=10.4 multiplicity=1 smiles="C=C(F)CC=O" e_lumo_ev=0.70 homo_energy_ev=-9.69
C -1.790 -0.551 -0.354
C -0.686 0.101 -0.102
F -0.687 1.547 -0.013
C 0.699 -0.400 0.445
C 1.713 0.482 -0.242
O 2.800 -0.006 -0.364
H -2.795 0.064 -0.616
H -1.955 -1.648 -0.436
H 0.877 -1.432 0.516
H 0.451 0.276 1.427
H 1.373 1.568 -0.261

102
Properties=species:S:1:pos:R:3 method="wB97M-V/def2-TZVPD" orbital_gap_ev=8.1 multiplicity=1 smiles="CNC[C@@](C#N)(C[C@@H]1CO1)[C@@H](C#N)Cc1ccccc1C.CC(C)=O.CC(C)=O.CC(C)=O.CC(C)=O.CC(C)=O.CC(C)=O" e_lumo_ev=0.11 homo_energy_ev=-7.94
C -4.296 -1.410 -3.714
N -4.558 -0.040 -3.053
C -3.211 0.645 -3.093
C -2.769 1.404 -1.710
C -3.234 3.000 -1.894
N -3.681 4.235 -1.911
C -3.333 0.729 -0.328
C -4.341 1.947 0.503
C -3.447 3.033 1.506
O -4.417 1.815 2.050
C -1.097 1.457 -1.740
C -0.734 2.303 -3.136
N -0.519 2.770 -4.349
C -0.451 2.282 -0.479
C 0.116 1.326 0.746
C 0.272 -0.304 0.688
C 0.875 -1.208 1.957
C 1.377 -0.489 3.349
C 1.205 1.152 3.441
C 0.579 2.047 2.182
C 0.370 3.694 2.257
H -3.359 -1.955 -3.214
H -5.227 -2.119 -3.684
H -3.939 -1.155 -4.824
H -5.287 0.469 -3.618
H -3.286 1.477 -3.941
H -2.312 -0.052 -3.404
H -2.517 0.442 0.459
H -4.040 -0.191 -0.469
H -5.318 2.410 -0.136
H -4.025 3.901 0.920
H -3.747 3.480 2.525
H -0.670 0.373 -1.895
H -1.140 3.145 -0.056
H 0.512 2.841 -0.910
H -0.053 -0.920 -0.253
H 0.929 -2.392 1.819
H 1.835 -1.101 4.243
H 1.524 1.741 4.401
H 1.068 4.154 1.437
H 0.589 4.054 3.350
H -0.779 3.903 2.011
C 5.041 -1.196 3.928
C 4.471 -2.394 4.640
C 5.376 -3.581 4.834
O 3.310 -2.403 5.047
H 4.274 -0.416 3.860
H 5.892 -0.802 4.487
H 5.346 -1.476 2.916
H 6.243 -3.293 5.434
H 5.697 -3.967 3.863
H 4.831 -4.370 5.362
C -2.368 -3.658 -7.926
C -2.750 -3.995 -6.509
C -2.868 -5.452 -6.150
O -2.959 -3.114 -5.677
H -2.321 -2.570 -8.040
H -1.385 -4.077 -8.155
H -3.119 -4.051 -8.616
H -1.907 -5.951 -6.300
H -3.641 -5.925 -6.762
H -3.150 -5.545 -5.096
C 9.275 0.147 6.154
C 8.006 -0.331 6.808
C 8.127 -1.415 7.846
O 6.913 0.145 6.507
H 9.035 0.930 5.427
H 9.947 0.564 6.908
H 9.758 -0.681 5.630
H 8.748 -1.068 8.675
H 8.559 -2.313 7.397
H 7.132 -1.660 8.232
C -2.539 -3.908 1.945
C -3.008 -2.480 1.861
C -3.758 -1.925 3.043
O -2.786 -1.793 0.865
H -2.013 -4.172 1.021
H -1.850 -4.024 2.785
H -3.398 -4.574 2.061
H -3.123 -1.953 3.932
H -4.670 -2.503 3.208
H -4.033 -0.885 2.841
C -7.455 6.002 -5.731
C -7.068 5.406 -4.404
C -5.622 5.036 -4.205
O -7.900 5.230 -3.516
H -8.528 6.220 -5.731
H -6.909 6.934 -5.894
H -7.242 5.291 -6.533
H -4.994 5.925 -4.300
H -5.328 4.282 -4.940
H -5.489 4.618 -3.202
C 5.384 0.246 -0.310
C 6.514 -0.747 -0.252
C 7.029 -1.289 -1.559
O 6.997 -1.103 0.821
H 5.116 0.551 0.707
H 5.697 1.132 -0.869
H 4.510 -0.212 -0.780
H 7.415 -0.471 -2.174
H 6.229 -1.815 -2.085
H 7.843 -1.995 -1.363

| no. | maximum force (eV/Å) |
| --- | --- |
| 1 | 1.4 |
| 2 | 5.7 |
| 3 | 7.1 |
| 4 | 12.6 |